## A
{"formula": "C24H30FN3O2", "method": "ωB97M-V/def2-TZVPD", "symbols": ["C", "H", "O", "C", "C", "C", "C", "C", "C", "H", "H", "H", "C", "N", "C", "C", "H", "H", "C", "C", "O", "N", "C", "H", "C", "N", "C", "C", "C", "C", "C", "C", "H", "H", "H", "H", "F", "C", "H", "C", "H", "H", "H", "H", "H", "H", "C", "C", "H", "H", "H", "H", "H", "H", "H", "H", "H", "H", "H", "H"], "positions_angstrom": [[-8.769, -1.833, -1.092], [-8.730, -2.782, -0.620], [-7.907, -0.778, -0.512], [-6.703, -1.171, -0.236], [-6.044, -0.317, 0.327], [-4.796, -0.386, 0.872], [-4.172, -1.600, 0.632], [-4.779, -2.438, -0.346], [-6.146, -2.280, -0.659], [-6.557, -3.141, -1.109], [-4.306, -3.170, -0.485], [-3.148, -1.494, 0.625], [-3.980, 0.587, 1.469], [-2.659, 1.076, 1.059], [-1.845, 1.774, 1.758], [-0.473, 1.748, 1.481], [0.001, 0.594, 1.451], [0.192, 2.345, 2.078], [-0.283, 2.439, -0.137], [0.977, 2.551, -0.556], [1.359, 3.627, -1.002], [1.660, 1.525, -0.814], [1.568, 0.147, -0.618], [0.525, -0.101, -0.087], [2.647, -0.263, 0.075], [4.042, -0.192, -0.259], [4.993, -1.304, -0.047], [6.332, -0.601, 0.260], [7.230, -1.725, 0.535], [7.079, -3.073, 0.315], [5.766, -3.315, -0.124], [4.720, -2.516, -0.348], [3.794, -2.780, -0.481], [5.507, -4.599, -0.243], [7.799, -3.828, 0.356], [8.337, -1.136, 0.724], [6.644, 0.543, 0.361], [4.186, 1.201, -0.281], [5.138, 1.352, -1.010], [2.987, 1.785, -1.424], [3.289, 2.648, -1.550], [3.051, 1.176, -2.222], [4.059, 1.756, 0.393], [2.460, -1.628, 0.583], [2.437, 0.212, 1.175], [1.835, -0.601, -1.619], [-1.291, 1.454, -0.913], [-2.620, 1.433, -0.264], [-3.101, 2.711, -0.358], [-3.582, 1.059, -0.851], [-1.048, 0.574, -1.141], [-1.404, 2.076, -1.991], [-0.570, 3.425, -0.111], [-2.130, 2.749, 2.055], [-1.736, 1.288, 3.006], [-3.829, 0.528, 2.826], [-4.624, 1.636, 1.535], [-6.687, 0.766, 0.794], [-8.378, -1.934, -2.150], [-9.671, -1.422, -0.988]], "homo_energy_ha": -0.285, "homo_lumo_gap_ev": 8.24, "lumo_energy_ev": 0.496}

## B
{"formula": "C24H30FN3O2", "method": "ωB97M-V/def2-TZVPD", "symbols": ["C", "H", "H", "H", "C", "N", "C", "C", "N", "C", "O", "C", "N", "C", "O", "C", "H", "C", "H", "H", "H", "C", "C", "C", "C", "C", "C", "C", "H", "H", "F", "H", "H", "H", "H", "H", "H", "H", "H", "H", "H", "C", "C", "C", "C", "C", "C", "C", "H", "H", "H", "H", "H", "H", "H", "C", "H", "H", "H", "H"], "positions_angstrom": [[-5.851, -0.109, 0.849], [-6.899, -0.382, 0.761], [-5.793, 0.844, 1.370], [-5.345, -0.862, 1.446], [-5.219, -0.030, -0.541], [-3.777, 0.157, -0.437], [-3.028, -0.398, -1.551], [-2.492, -1.796, -1.206], [-1.365, -1.705, -0.306], [-0.109, -1.978, -0.711], [0.159, -2.503, -1.770], [0.960, -1.563, 0.315], [2.291, -1.802, -0.183], [2.917, -2.865, 0.366], [4.031, -3.244, 0.087], [1.969, -3.474, 1.389], [2.500, -3.754, 2.297], [0.905, -2.401, 1.605], [-0.086, -2.821, 1.774], [1.166, -1.774, 2.458], [1.548, -4.378, 0.945], [2.818, -1.071, -1.312], [2.925, 0.400, -1.017], [3.731, 0.837, 0.030], [3.847, 2.184, 0.318], [3.146, 3.091, -0.458], [2.332, 2.686, -1.499], [2.223, 1.333, -1.768], [1.592, 0.998, -2.578], [1.800, 3.422, -2.081], [3.253, 4.410, -0.184], [4.472, 2.538, 1.123], [4.274, 0.111, 0.615], [3.808, -1.497, -1.505], [2.181, -1.245, -2.186], [0.824, -0.492, 0.518], [-1.515, -1.158, 0.531], [-3.284, -2.389, -0.739], [-2.139, -2.303, -2.105], [-3.644, -0.471, -2.456], [-2.174, 0.245, -1.780], [-3.324, 1.471, -0.014], [-2.090, 1.354, 0.844], [-0.930, 2.060, 0.561], [0.176, 1.957, 1.389], [0.139, 1.137, 2.503], [-1.010, 0.415, 2.787], [-2.115, 0.523, 1.962], [-3.019, -0.023, 2.184], [-1.048, -0.224, 3.657], [1.001, 1.064, 3.150], [1.068, 2.521, 1.165], [-0.891, 2.707, -0.303], [-3.125, 2.142, -0.864], [-4.109, 1.928, 0.592], [-5.925, 1.025, -1.403], [-6.961, 0.739, -1.564], [-5.440, 1.113, -2.373], [-5.911, 1.999, -0.920], [-5.355, -1.008, -1.017]], "homo_energy_ha": -0.317, "homo_lumo_gap_ev": 9.26, "lumo_energy_ev": 0.622}

Which of them is the most stable? Correct choice: B.